149
Properties=species:S:1:pos:R:3:forces:R:3:mulliken_charge:R:1 method="wB97M-V/def2-TZVPD" total_charge=+1 spin_multiplicity=1 homo_lumo_gap_ev=5.77 e_tot_ev=-128511.2029
C 4.5499 2.5136 -8.0112 -0.24 -0.49 -0.17 -1.07
C 3.5235 1.4463 -8.4144 -0.55 0.73 0.30 -0.46
C 2.1891 1.6017 -7.6309 0.79 -0.75 -0.17 -0.90
C 1.9238 0.4662 -6.6140 -0.69 1.26 0.34 -0.59
C 1.9199 1.0111 -5.1722 -0.02 -1.91 0.01 -0.13
C 1.7657 -0.1617 -4.1641 0.06 1.28 0.35 -1.01
C 1.8807 0.3841 -2.7151 0.23 -1.18 -0.28 -0.13
C 1.0022 -0.4275 -1.7189 -0.32 0.87 -0.57 -1.37
C 1.6131 -0.5496 -0.3332 0.40 0.17 -0.89 0.52
C 2.9073 -1.3589 -0.4535 -0.22 0.40 0.79 -0.91
N 2.8211 -2.7181 0.1966 0.27 1.34 -0.83 1.12
C 3.9110 -3.1833 0.7660 0.07 -0.91 0.58 -0.37
C 3.8390 -4.4517 1.3266 -0.06 0.19 0.44 0.29
S 5.3414 -5.0784 2.0324 1.90 0.98 -1.68 1.53
O 5.9909 -3.9900 2.7008 -0.82 -0.11 1.16 -0.56
O 6.0950 -5.6104 0.9511 -0.35 -0.98 -0.36 -0.63
C 5.0595 -6.5098 3.1914 0.06 0.01 0.71 0.29
F 4.6784 -7.5702 2.4911 -0.54 0.18 -0.16 -0.22
F 6.2794 -6.7679 3.6709 0.12 0.41 -0.07 -0.22
C 4.1112 -6.2717 4.4105 0.50 -0.85 0.15 0.79
F 4.3797 -7.2560 5.2814 0.11 -0.03 -0.03 -0.27
F 2.8384 -6.4329 4.0144 -0.06 0.54 -0.11 -0.25
C 4.3020 -4.9382 5.1860 -1.01 -0.22 0.79 0.62
F 5.5707 -4.6773 5.4437 -0.17 0.12 -0.39 -0.22
F 3.6595 -5.0692 6.3527 0.13 0.11 -0.33 -0.26
F 3.7007 -3.9418 4.5121 0.49 0.02 -0.07 -0.22
C 2.6625 -5.1030 1.2472 -0.57 -1.41 0.42 -0.16
C 1.5680 -4.5060 0.6222 0.43 -0.14 0.07 -0.91
N 1.6602 -3.3176 0.0846 -0.34 -0.16 0.04 -0.98
H 4.5122 2.6502 -6.9315 0.30 0.04 0.10 0.14
H 4.3111 3.4625 -8.4875 -0.03 0.12 0.05 0.31
H 5.5435 2.2136 -8.3383 0.19 0.13 0.14 0.37
H 3.9126 0.4461 -8.2412 0.14 -0.09 -0.19 0.35
H 3.2981 1.5865 -9.4700 0.21 -0.34 -0.19 0.34
H 2.2427 2.5415 -7.0825 -0.33 0.18 -0.13 0.42
H 1.3765 1.6188 -8.3511 -0.19 0.29 0.05 0.45
H 0.9173 0.0981 -6.8071 0.02 -0.42 0.04 0.08
H 2.6337 -0.3533 -6.7107 0.10 -0.06 -0.06 0.51
H 1.0764 1.6772 -5.0099 0.05 0.33 -0.15 0.45
H 2.8630 1.5075 -4.9493 -0.12 0.24 0.00 0.09
H 2.5528 -0.8832 -4.3952 -0.04 -0.25 0.22 0.17
H 0.7982 -0.6616 -4.2320 -0.06 0.03 -0.51 0.21
H 1.6125 1.4336 -2.7090 -0.11 0.13 0.20 0.53
H 2.9451 0.3408 -2.4575 0.01 0.15 0.22 0.18
H 0.7500 -1.3943 -2.1574 0.16 -0.25 0.19 0.71
H 0.0607 0.1126 -1.6566 -0.18 -0.07 0.21 0.23
H 0.9248 -0.9101 0.4281 -0.04 -0.30 -0.08 0.73
H 1.9096 0.4485 -0.0251 -0.07 0.13 0.11 -0.89
H 3.7104 -0.8175 0.0400 0.23 -0.40 0.14 0.35
H 3.2326 -1.5234 -1.4780 -0.20 -0.14 -0.12 0.51
H 4.8346 -2.5967 0.7639 0.00 0.43 -0.30 0.36
H 2.5477 -6.0950 1.6608 -0.09 -0.07 0.00 0.57
H 0.6389 -5.0490 0.5753 -0.30 0.28 -0.24 0.45
C 2.3308 0.3924 3.2902 -0.14 0.13 0.16 0.54
O 2.6816 1.1475 2.3984 0.25 -0.35 0.03 -0.74
N 2.5225 -0.9630 3.2265 0.01 -0.06 -0.03 -0.13
N 1.7218 0.8377 4.4212 0.03 0.06 0.00 -0.42
H 2.2429 -1.5993 3.9488 0.00 0.04 0.03 0.12
H 2.9714 -1.3188 2.4074 0.07 0.04 -0.03 0.14
H 1.5642 1.8259 4.4982 -0.04 0.00 -0.01 0.25
H 1.4246 0.2383 5.1671 -0.01 -0.01 -0.01 0.14
C -2.7857 -0.9260 0.0163 0.15 0.04 0.01 0.54
O -1.7590 -1.4998 -0.3465 -0.14 -0.07 0.04 -0.68
N -3.0115 -0.6017 1.3235 -0.14 -0.11 0.08 -0.09
N -3.7715 -0.5603 -0.8410 0.00 -0.10 -0.06 0.03
H -3.8410 -0.1288 1.6515 -0.05 0.14 0.10 0.05
H -2.3012 -0.8502 1.9846 0.05 0.08 -0.02 0.17
H -3.6366 -0.7776 -1.8108 0.02 0.11 -0.03 0.13
H -4.6167 -0.0779 -0.5657 -0.16 0.00 -0.03 0.11
C -7.4260 0.1672 -1.2159 -0.32 0.04 -0.23 0.56
O -6.4858 0.6183 -0.5672 0.30 -0.09 0.13 -0.73
N -7.6249 -1.1814 -1.3496 0.17 -0.05 0.09 -0.39
N -8.3228 0.9617 -1.8393 0.32 0.18 -0.03 -0.36
H -8.3810 -1.5795 -1.8718 -0.02 0.04 -0.02 0.16
H -6.9721 -1.7908 -0.8941 -0.01 0.00 0.01 0.21
H -8.2064 1.9663 -1.7529 -0.25 -0.10 0.18 0.25
H -9.0903 0.6067 -2.3758 0.00 -0.06 0.02 0.14
C 10.3329 -3.4303 5.8699 0.03 -0.08 -0.02 0.57
O 11.2869 -3.0211 6.4973 -0.02 0.03 0.00 -0.63
N 10.1994 -4.7401 5.4957 0.00 -0.02 0.02 -0.31
N 9.3031 -2.6075 5.4814 -0.09 0.11 -0.09 -0.30
H 9.4202 -5.0945 4.9760 0.00 0.02 -0.02 0.14
H 10.9343 -5.3681 5.7626 0.01 0.01 0.01 0.20
H 9.3707 -1.6414 5.7402 0.03 -0.01 0.06 0.18
H 8.5047 -2.9220 4.9644 0.01 -0.07 0.02 0.16
C -4.6831 3.9068 1.5755 -0.13 -0.12 -0.02 0.62
O -4.7600 4.9635 2.1868 0.07 -0.02 0.04 -0.71
N -5.7720 3.2250 1.1341 0.13 0.08 -0.02 -0.02
N -3.4770 3.3217 1.2836 0.07 0.04 0.03 -0.25
H -5.7231 2.3560 0.6320 -0.15 -0.05 -0.03 0.13
H -6.6711 3.6219 1.3240 -0.03 0.02 -0.10 0.05
H -2.6510 3.7972 1.5915 0.01 0.01 -0.02 0.11
H -3.3848 2.4578 0.7839 -0.02 0.00 -0.02 0.14
C -9.8426 4.2466 -0.5385 -0.11 0.21 0.07 0.65
O -8.8577 3.6079 -0.8936 -0.02 0.03 0.00 -0.71
N -10.0720 4.5877 0.7529 0.22 -0.07 -0.24 -0.27
N -10.7906 4.6665 -1.4312 0.01 -0.14 -0.11 -0.41
H -10.8714 5.1072 1.0607 -0.02 -0.07 0.11 0.17
H -9.4005 4.2957 1.4375 -0.12 -0.02 0.13 0.13
H -10.6491 4.4353 -2.3959 0.02 0.05 -0.01 0.22
H -11.6028 5.1916 -1.1703 0.02 0.03 0.04 0.16
C 1.2962 3.6179 -0.0807 0.04 0.17 -0.01 0.72
O 0.7643 2.6526 -0.6042 0.01 -0.06 0.05 -0.57
N 0.8915 4.8987 -0.3289 -0.08 -0.03 -0.03 -0.48
N 2.3390 3.4869 0.7938 0.14 -0.18 -0.22 -0.15
H 1.3132 5.7056 0.0882 0.02 -0.01 0.02 0.12
H 0.1284 5.0226 -0.9683 0.00 -0.01 -0.01 0.25
H 2.6513 2.5490 0.9987 -0.23 0.22 0.31 0.07
H 2.7950 4.2632 1.2329 -0.06 0.04 0.01 0.17
C -5.5838 -0.0296 4.0615 -0.09 -0.04 0.10 0.55
O -5.2700 0.6881 3.1283 0.20 -0.17 -0.15 -0.56
N -5.4219 -1.3903 4.0331 0.08 0.00 -0.05 -0.35
N -6.1233 0.4705 5.2108 -0.01 0.08 0.01 -0.44
H -5.6755 -1.9956 4.7899 -0.03 0.02 0.02 0.16
H -5.0299 -1.7888 3.1998 -0.02 0.00 -0.02 0.20
H -6.2531 1.4647 5.2588 0.01 0.01 -0.03 0.23
H -6.3905 -0.0956 5.9925 0.00 -0.03 -0.01 0.15
C 6.8482 -0.9655 0.8266 0.46 0.36 0.45 0.68
O 6.0291 -1.5866 0.1452 0.16 0.20 -0.23 -0.74
N 7.1281 -1.3505 2.0986 -0.18 0.04 -0.14 -0.20
N 7.4997 0.1286 0.3630 -0.24 -0.17 -0.18 -0.44
H 7.7642 -0.8731 2.7087 0.04 0.05 -0.08 0.19
H 6.6380 -2.1657 2.4214 0.20 -0.03 0.16 0.18
H 7.2967 0.4232 -0.5753 0.02 0.02 -0.02 0.24
H 8.1669 0.6461 0.9026 0.03 -0.05 0.04 0.16
C -2.3677 -1.0701 -5.5441 0.03 0.00 0.01 0.65
O -1.6134 -0.1668 -5.8457 0.04 0.06 -0.12 -0.62
N -3.1457 -1.7249 -6.4610 0.01 0.03 -0.02 -0.42
N -2.4885 -1.5061 -4.2525 -0.10 -0.01 0.25 -0.28
H -3.7701 -2.4725 -6.2287 0.00 0.00 0.03 0.15
H -3.0749 -1.4269 -7.4157 0.01 0.02 0.00 0.24
H -1.9203 -1.0518 -3.5589 0.06 -0.06 0.00 0.12
H -3.0979 -2.2501 -3.9712 0.04 -0.06 -0.04 0.16
C 4.6588 3.6192 -2.8016 -0.05 0.02 -0.13 0.60
O 3.9531 2.9015 -3.4869 0.18 0.09 -0.01 -0.56
N 4.6919 3.5019 -1.4409 0.19 -0.15 0.12 -0.25
N 5.4634 4.5897 -3.3320 0.01 -0.04 -0.04 -0.44
H 5.2540 4.0734 -0.8404 -0.02 0.07 -0.03 0.17
H 4.0990 2.8022 -1.0352 -0.13 0.10 0.02 0.03
H 5.4547 4.6964 -4.3293 -0.02 0.00 -0.01 0.23
H 6.0483 5.1895 -2.7830 -0.02 0.01 0.02 0.14
C -11.4001 2.8606 3.9540 -0.04 -0.10 0.05 0.66
O -11.0890 3.9235 3.4453 0.01 0.06 -0.01 -0.63
N -12.1487 1.9250 3.2970 -0.01 0.03 -0.06 -0.37
N -11.0253 2.5206 5.2237 0.08 0.03 0.02 -0.41
H -12.4164 1.0463 3.6964 0.00 0.01 0.03 0.16
H -12.4387 2.1446 2.3629 0.01 0.00 -0.01 0.21
H -10.4769 3.1881 5.7325 -0.02 0.02 0.00 0.22
H -11.2706 1.6544 5.6625 -0.04 -0.01 -0.02 0.16


131
Properties=species:S:1:pos:R:3:forces:R:3:mulliken_charge:R:1 method="wB97M-V/def2-TZVPD" spin_multiplicity=1 homo_lumo_gap_ev=8.12 e_tot_ev=-155720.3751 de_lowest_kj_mol=1.2
Mg -2.2686 -2.8981 1.1314 1.55 0.04 0.07 1.16
N 0.1799 -4.8861 0.5752 -0.06 0.11 -0.18 0.73
O -0.6818 -3.9274 0.6435 -0.59 0.22 0.28 -0.80
O 0.4739 -5.2795 -0.5304 -0.07 -0.47 -0.08 -0.50
O 0.6590 -5.3136 1.6191 0.08 -0.06 0.29 -0.67
As -0.5505 -0.1535 -0.6951 -0.51 0.51 -0.15 2.57
F -0.2848 0.6613 0.7908 0.34 0.13 0.50 -0.47
F 0.8669 -1.0626 -0.5370 0.58 -0.32 0.27 -0.39
F -0.9419 -1.0007 -2.1447 -0.25 -0.29 0.05 -0.50
F -2.0738 0.6666 -0.7817 -0.45 0.00 -0.20 -0.59
F 0.2176 1.0766 -1.5850 0.35 0.27 -0.27 -0.50
F -1.4225 -1.3969 0.2662 0.31 0.31 -0.30 0.04
C -0.8798 2.4534 -4.8435 0.11 0.34 0.56 -0.60
N -0.3513 3.3790 -3.7894 -0.05 0.07 -0.24 1.02
O 0.5976 4.0809 -4.0891 -0.01 -0.10 0.05 -0.62
O -0.9210 3.3859 -2.7242 -0.06 0.17 0.11 -0.50
H -1.4942 1.7385 -4.3189 -0.02 -0.15 -0.07 0.08
H -0.0169 2.0241 -5.3346 -0.10 -0.10 -0.20 0.24
H -1.4896 3.0548 -5.5093 0.11 0.00 -0.15 0.36
C -0.2993 -1.5564 3.1558 0.69 0.01 -0.73 -0.76
O -1.5307 -2.2155 2.8621 -0.48 0.00 0.84 0.29
C -2.0932 -2.7928 4.0394 0.30 0.82 0.50 -0.85
C -3.4302 -3.4821 3.7554 1.13 -0.89 0.01 -0.89
O -3.4620 -3.8612 2.3797 -0.37 -0.38 0.52 0.07
C -4.5718 -4.6832 2.0386 -0.24 0.22 0.08 -0.90
H 0.3732 -2.2568 3.6550 -0.14 0.15 0.32 0.42
H -0.4642 -0.6179 3.6863 -0.13 -0.21 0.34 0.23
H 0.1865 -1.2995 2.2180 -0.23 -0.08 -0.13 -0.02
H -2.2367 -1.9962 4.7841 -0.17 -0.02 -0.13 0.40
H -1.3488 -3.4484 4.5002 -0.14 -0.35 -0.34 0.52
H -4.2914 -2.8956 4.0695 -0.14 0.09 -0.32 0.38
H -3.3747 -4.4283 4.3026 -0.48 0.18 0.31 0.54
H -4.3288 -5.1739 1.1019 -0.02 -0.18 0.06 0.17
H -5.4791 -4.0846 1.9055 0.11 0.11 0.00 0.26
H -4.7615 -5.3910 2.8460 0.12 -0.22 -0.16 0.36
C -0.4587 2.5815 3.7583 -0.54 0.48 -1.36 -0.87
O -1.0321 2.7085 5.0321 0.44 -0.31 0.25 -0.35
C -0.0442 2.8418 6.0400 -0.15 -0.37 -0.28 -0.49
C -0.7312 2.8974 7.3784 0.10 -0.11 -0.01 -0.57
O -1.3720 1.6616 7.6251 -0.20 0.16 -0.33 -0.21
C -1.9954 1.6568 8.8778 0.08 -0.32 0.42 -0.79
H -1.2697 2.3439 3.0640 -0.03 -0.05 0.10 0.12
H 0.2986 1.8037 3.5919 0.02 -0.07 0.69 0.39
H -0.0526 3.5305 3.3788 0.14 -0.02 0.29 0.47
H 0.5469 3.7456 5.8503 0.05 0.02 0.19 0.34
H 0.6156 1.9628 6.0021 0.08 0.13 0.07 0.30
H -1.4536 3.7247 7.3579 -0.03 -0.08 0.18 0.33
H -0.0049 3.0500 8.1882 0.09 0.34 -0.16 0.40
H -1.2450 1.6874 9.6824 -0.10 0.11 -0.01 0.30
H -2.5445 0.7210 8.9771 -0.02 0.02 -0.06 0.22
H -2.6944 2.4890 9.0147 0.03 0.06 -0.10 0.31
C 3.5902 2.0565 -2.4840 -0.23 -0.17 0.98 -0.48
O 4.9655 1.7694 -2.4213 0.31 0.12 -0.66 -0.42
C 5.5809 2.4532 -1.3630 -0.24 0.16 0.35 -0.34
C 7.0679 2.1560 -1.3935 -0.53 -0.52 0.01 -0.46
O 7.5609 2.2851 -0.0837 0.40 0.45 0.03 -0.30
C 8.9582 2.0699 -0.0167 -0.38 -0.20 0.41 -0.72
H 3.4066 3.1353 -2.4233 -0.06 -0.02 -0.20 0.36
H 3.1300 1.5824 -1.6042 -0.34 0.15 -0.16 0.21
H 3.1355 1.6396 -3.3771 0.24 -0.02 -0.14 0.20
H 5.1566 2.1408 -0.3959 0.14 -0.17 -0.05 0.30
H 5.3757 3.5335 -1.4281 0.14 -0.05 -0.13 0.22
H 7.5626 2.8150 -2.1160 0.23 0.01 0.15 0.29
H 7.1899 1.1144 -1.7193 0.04 0.07 -0.18 0.31
H 9.2641 2.2813 1.0074 0.01 0.14 -0.05 0.24
H 9.4928 2.7259 -0.7072 0.10 -0.08 -0.06 0.30
H 9.1897 1.0135 -0.2007 0.09 0.10 -0.28 0.29
C -1.9061 5.8009 2.2528 -0.86 -0.34 0.05 -0.51
O -0.7545 6.3414 2.8427 0.29 0.13 -0.44 -0.33
C 0.2366 6.8266 1.9515 0.14 -0.06 0.36 -0.72
C 1.1890 5.7510 1.4754 0.07 0.08 0.54 -0.42
O 0.4725 4.6652 0.9492 0.86 0.54 -0.45 -0.06
C 1.3343 3.6502 0.4668 -0.96 -1.72 1.00 -0.69
H -2.6458 5.7647 3.0548 -0.08 0.02 -0.09 0.25
H -1.8032 4.7877 1.8556 0.40 0.03 0.08 0.11
H -2.3139 6.4050 1.4329 0.20 0.24 0.10 0.31
H 0.8048 7.5163 2.5804 0.13 0.18 -0.33 0.31
H -0.1649 7.3700 1.0881 -0.38 -0.06 0.17 0.34
H 1.7916 5.4450 2.3466 0.03 -0.21 -0.15 0.30
H 1.8694 6.1716 0.7229 0.02 0.03 0.02 0.42
H 0.6705 3.0275 -0.1265 0.42 0.03 -0.59 0.07
H 1.6107 2.9773 1.2999 0.10 0.28 0.08 0.21
H 2.2842 3.8883 -0.0152 -0.36 0.78 -0.34 0.35
C 0.2887 -1.1074 -6.3474 1.21 0.06 0.55 -0.48
O -0.6280 -1.8085 -5.5498 -0.70 -0.49 -0.35 -0.44
C -1.6709 -1.0522 -4.9545 0.59 -0.31 -0.41 1.03
C -2.7164 -0.5454 -5.9097 -0.50 0.30 -0.39 -0.90
O -2.2368 0.4643 -6.7832 0.15 0.18 0.18 -0.18
C -3.0250 0.5921 -7.9440 0.13 -0.70 -0.30 -0.90
H -0.1338 -0.5854 -7.1983 -0.21 0.07 -0.02 0.25
H 1.0385 -1.8245 -6.6919 -0.31 -0.16 -0.11 0.31
H 0.8902 -0.4200 -5.7239 -0.38 0.22 -0.14 0.06
H -1.1936 -0.2813 -4.3530 -0.36 0.18 0.14 -0.40
H -2.2062 -1.7598 -4.3201 0.19 0.09 0.31 -0.11
H -3.5715 -0.1343 -5.3441 0.14 -0.08 0.11 0.36
H -3.1227 -1.3823 -6.4948 0.22 -0.07 0.00 0.51
H -2.7697 1.5139 -8.4587 -0.10 0.19 0.21 0.25
H -4.0932 0.5270 -7.7133 -0.02 0.31 -0.01 0.34
H -2.7991 -0.2309 -8.6415 -0.07 0.04 0.10 0.31
C 4.1186 -6.2855 0.0139 0.49 -0.66 0.51 -0.83
O 3.4431 -5.4524 -0.8695 0.16 -0.10 -0.26 -0.25
C 3.6506 -4.1136 -0.5797 -0.15 1.37 0.43 -0.68
C 3.1865 -3.2168 -1.7256 0.35 -0.37 -0.06 -0.20
O 2.0242 -3.7282 -2.3046 -0.08 -0.26 0.28 -0.17
C 1.5412 -2.9018 -3.3118 0.03 -0.08 -0.83 -0.65
H 5.2126 -6.2493 -0.1223 -0.10 0.17 -0.07 0.33
H 3.8141 -7.3188 -0.1562 -0.15 0.11 -0.14 0.26
H 3.9171 -6.0613 1.0703 -0.16 0.16 -0.09 0.30
H 4.7100 -3.8657 -0.3928 0.06 -0.27 -0.18 0.48
H 3.1539 -3.7864 0.3514 -0.28 -0.47 -0.07 0.22
H 4.0068 -3.1734 -2.4624 -0.20 0.13 -0.13 0.36
H 2.9725 -2.2054 -1.3535 0.34 0.00 0.06 0.08
H 1.5178 -1.8534 -2.9920 -0.19 -0.01 -0.11 0.07
H 0.5562 -3.2527 -3.6178 -0.11 0.17 0.32 0.24
H 2.1526 -2.9916 -4.2290 0.15 0.21 0.19 0.39
C -2.8688 -4.2725 -1.5205 0.22 -1.01 -0.05 -0.81
O -3.1522 -3.2802 -0.5452 -1.37 -0.10 -0.50 0.12
C -3.8722 -2.1605 -1.0739 0.15 0.01 -0.03 0.04
C -4.5320 -1.3629 0.0369 0.01 0.36 0.39 -1.10
O -3.8160 -1.4703 1.2769 -0.32 -0.12 -0.62 -0.17
C -3.9473 -0.3004 2.0519 -0.13 0.88 0.44 -0.97
H -2.3787 -5.1065 -1.0187 0.39 0.34 0.03 0.28
H -2.2211 -3.8753 -2.2991 0.04 0.01 -0.01 0.03
H -3.7772 -4.7242 -1.9378 -0.17 0.58 -0.05 0.38
H -4.6464 -2.5271 -1.7486 0.02 0.04 -0.12 0.64
H -3.1698 -1.5189 -1.6015 0.04 -0.10 -0.19 -0.27
H -5.5657 -1.6631 0.2227 -0.03 -0.05 -0.06 0.46
H -4.4965 -0.3134 -0.2614 -0.23 -0.02 -0.13 0.44
H -3.5255 0.5778 1.5514 0.14 -0.22 -0.14 0.29
H -3.4300 -0.4250 3.0001 0.07 -0.20 -0.06 0.16
H -4.9997 -0.0722 2.2624 0.02 -0.24 -0.06 0.36


no.,LUMO (eV)
1,-4.2745
2,-0.2793